{
  "formula": "C36H35N2Si",
  "method": "ωB97M-V/def2-TZVPD",
  "spin_multiplicity": 1,
  "e_above_lowest_kcal_mol": 0.00,
  "total_charge": 1,
  "symbols": ["C", "C", "H", "C", "H", "H", "C", "H", "C", "N", "H", "H", "H", "C", "C", "H", "C", "C", "C", "H", "H", "H", "H", "H", "Si", "C", "C", "C", "H", "H", "H", "C", "C", "C", "H", "H", "C", "C", "C", "H", "H", "H", "C", "C", "C", "C", "C", "C", "C", "H", "H", "C", "C", "C", "C", "C", "H", "C", "H", "N", "H", "C", "H", "H", "H", "H", "C", "C", "H", "H", "H", "C", "H", "H"],
  "positions_angstrom": [[2.49217, 0.48094, 0.37668], [-3.84620, 2.90206, 0.58879], [1.62662, 3.75701, -0.11209], [-0.30795, 4.20226, 2.92016], [3.55393, -1.12154, -3.18802], [-4.39671, -4.96413, -2.28168], [2.23157, 2.84372, -0.10455], [-4.74641, 3.69637, -1.21111], [-0.33403, 0.05650, 1.92806], [-0.86066, -1.03151, 0.95741], [1.50857, -2.57907, 2.42229], [-0.50625, 2.91063, -1.39682], [-1.88315, -0.98674, 1.05865], [-1.45233, 2.40488, 0.47627], [-2.53773, -5.71211, -3.09406], [2.97866, 3.77633, 4.93296], [1.61456, 2.88804, 3.50782], [-2.62915, 3.33398, -1.44839], [2.77954, -1.88074, -3.06594], [0.17181, -2.62022, 3.52363], [-4.77279, 2.93922, 1.16657], [-2.50261, -0.84290, -2.48631], [-0.19732, -0.38085, -1.03998], [2.08307, -0.46576, 0.73672], [0.08326, 1.78397, 1.35768], [1.30887, 5.07873, 4.49907], [-0.57272, -4.35782, -2.67649], [1.71388, 1.65373, 0.43482], [-3.37380, -2.91291, -1.26622], [-3.19414, -0.89521, -0.82652], [-0.54260, -6.17739, -3.82482], [-0.99976, -1.11734, -0.92020], [1.85259, -4.07112, -3.59109], [2.88203, -3.12559, -3.70424], [-3.02427, -6.59356, -3.52912], [0.05363, -2.95712, 0.65461], [0.68982, -0.63094, 2.85718], [-1.44546, 2.88433, -0.84142], [-2.76894, -3.64747, -1.80625], [-1.30956, -2.88050, 1.78335], [2.19985, 1.97018, 3.42628], [-1.24652, 4.33009, 2.38089], [4.30233, 1.70880, -0.64969], [1.68113, -1.58044, -2.26124], [-2.32030, -0.57808, -1.42125], [2.05078, 3.90084, 4.37106], [-3.82718, 3.34558, -0.73470], [-0.39938, -2.36607, 1.45944], [0.68923, -2.53271, -2.09773], [-1.20465, 0.30777, 2.56601], [1.72967, -0.28632, 2.73150], [-1.39007, -3.45126, -1.93979], [0.11628, 5.21895, 3.78450], [0.45642, 3.03949, 2.72696], [0.74226, -3.75922, -2.80372], [3.79639, 0.50631, -0.14885], [3.93353, 3.81708, -1.01756], [-3.33151, -4.79613, -2.38453], [1.58050, -0.61855, -1.77190], [-0.58360, -2.35581, -1.52621], [3.76880, -3.34250, -4.29904], [-2.66894, 2.42393, 1.18363], [1.64640, 5.87055, 5.16803], [-0.47871, 6.12763, 3.88819], [5.29953, 1.72020, -1.08763], [-2.68418, 2.07528, 2.22160], [3.53202, 2.88036, -0.62306], [-1.16257, -5.48894, -3.25259], [-2.28413, 0.51521, -1.38523], [0.42280, -0.36460, 3.88541], [-2.60762, 3.68278, -2.48390], [0.54394, -2.12511, 2.62626], [1.86976, -5.02770, -4.10480], [4.40768, -0.40775, -0.19375]],
  "atomic_forces_ev_per_a": [[0.32, 0.34, -0.17], [0.26, -0.15, 0.23], [0.25, -0.27, 0.14], [0.09, 0.12, -0.01], [-0.18, -0.30, -0.02], [0.08, -0.02, -0.04], [0.67, -0.10, -0.09], [0.34, -0.09, 0.19], [-0.45, -0.35, 0.56], [-1.46, -0.46, -0.83], [0.14, -0.05, -0.05], [-0.25, -0.03, 0.03], [0.60, -0.08, 0.18], [-0.11, 0.04, -0.33], [0.09, 0.17, 0.11], [-0.32, 0.00, -0.14], [0.16, 0.31, 0.10], [0.30, -0.03, 0.02], [-0.13, -0.16, 0.20], [-0.05, 0.03, -0.07], [0.30, -0.06, -0.20], [0.33, -0.18, 0.79], [-0.31, -0.33, -0.20], [0.21, 0.26, -0.13], [0.62, 0.89, -0.45], [-0.18, -0.26, -0.17], [-1.14, 0.14, 0.15], [-0.16, 0.02, -0.48], [0.09, -0.55, -0.26], [0.31, 0.08, -0.28], [-0.22, 0.09, 0.09], [2.10, -0.54, -1.51], [0.09, 0.43, 0.33], [-0.21, -0.19, 0.11], [0.37, 0.40, 0.15], [-0.12, 0.35, 0.09], [0.01, 0.64, 0.26], [-0.35, 0.09, -0.01], [0.30, -0.09, 0.18], [0.27, -0.20, -0.09], [0.02, 0.28, -0.03], [0.26, 0.04, 0.04], [-0.14, 0.00, 0.07], [0.11, 0.02, 0.24], [-0.70, 0.43, 0.51], [-0.15, -0.17, -0.14], [0.10, -0.10, 0.01], [-0.61, -0.13, 0.12], [0.60, -0.26, -0.99], [0.08, -0.49, -0.29], [-0.54, -0.16, -0.17], [-0.07, -0.49, -0.35], [0.14, -0.20, -0.03], [-0.19, -0.28, 0.51], [0.08, 0.61, 0.31], [-0.37, 0.09, -0.08], [-0.11, -0.36, 0.09], [0.61, 0.31, 0.10], [0.30, 0.01, -0.18], [-0.99, 1.55, 1.52], [-0.30, 0.02, 0.09], [-0.16, 0.05, -0.28], [-0.07, -0.20, -0.21], [0.14, -0.29, -0.02], [-0.18, 0.09, 0.18], [-0.15, 0.17, -0.27], [-0.30, -0.24, -0.04], [-0.21, 0.07, 0.22], [-0.07, -0.18, 0.18], [0.08, -0.07, -0.15], [0.00, -0.09, 0.35], [0.36, -0.64, 0.34], [0.19, 0.20, -0.06], [-0.39, 0.49, 0.05]]
}

{
  "formula": "C36H35N7O3Zn2",
  "method": "ωB97M-V/def2-TZVPD",
  "spin_multiplicity": 1,
  "e_tot_ha": -5560.1364,
  "total_charge": 2,
  "symbols": ["C", "C", "C", "C", "Zn", "H", "C", "H", "O", "C", "N", "C", "H", "H", "C", "H", "C", "C", "C", "C", "H", "O", "C", "H", "H", "H", "C", "C", "H", "H", "H", "H", "C", "C", "C", "H", "C", "C", "Zn", "C", "H", "H", "C", "C", "H", "H", "N", "C", "H", "H", "H", "C", "H", "N", "H", "C", "H", "H", "H", "C", "C", "H", "H", "N", "N", "C", "O", "H", "C", "N", "C", "C", "H", "C", "H", "H", "C", "N", "C", "C", "H", "H", "H"],
  "positions_angstrom": [[1.65024, -1.96834, 6.90360], [-2.83947, 2.37534, 0.50519], [0.19608, -3.63751, -2.20152], [0.86511, -4.85467, -2.38356], [0.36746, -0.79431, 4.60532], [2.03132, -1.60840, -0.34821], [-1.11989, 3.24373, -4.37132], [2.93509, 2.68109, 0.79817], [0.47206, 1.01146, 3.34798], [-2.02169, 1.09161, -5.77777], [1.23961, -0.83127, 6.26487], [-3.54161, -0.46048, 3.23440], [1.59659, 0.70956, -3.73160], [0.26571, -3.10473, -1.28158], [1.72212, 3.27361, -2.15047], [1.05065, 2.73586, -2.81817], [2.78049, 3.17692, -0.13628], [-2.31665, -1.97262, 5.09426], [-2.27409, 3.39127, -5.19750], [2.34880, -1.46441, -1.40900], [1.41243, -5.33658, -1.54027], [0.97764, -0.96693, 2.70423], [0.19927, -4.77460, -4.60566], [-1.97334, -0.01756, -2.39295], [-2.66255, 4.40998, -5.25734], [0.12992, -5.19015, -5.58585], [3.17397, -2.36412, -2.06673], [2.07274, -0.11839, -3.23024], [0.69064, 1.09940, 6.43711], [0.95476, 1.10280, 9.03260], [-1.52634, 0.22790, 2.84897], [-4.35516, 0.45979, -1.87653], [3.51735, 4.25631, -0.47799], [-3.66906, -2.08350, 5.07929], [-0.95287, 1.01223, -4.92302], [-1.04348, -3.12122, -5.14799], [-2.65612, 2.28990, -5.94126], [-1.60240, 2.00602, 0.20323], [0.77282, 0.86553, -0.62489], [3.50033, -2.07618, -3.35051], [-0.59189, 4.10742, -3.90341], [2.18756, 5.00661, -3.42192], [1.60087, -0.86665, 8.97104], [1.02875, -5.35383, -3.68074], [-2.22305, 0.20338, -6.33320], [-0.35077, 0.06830, -4.80109], [-0.48562, 2.07800, -4.25943], [0.95826, 0.25226, 7.04333], [-1.64676, -2.49404, 5.76637], [3.45716, -3.25944, -1.57828], [1.71531, -0.89876, 10.00612], [2.33285, 4.47350, -2.49036], [4.29483, 4.58768, 0.18865], [-1.59254, -1.11091, 4.39042], [-5.34921, -1.32070, 4.08444], [3.22835, 5.05165, -1.58187], [2.11471, -2.98215, 8.73554], [-3.47552, 2.27765, -6.64061], [-3.02818, 3.19910, 1.20980], [1.85305, -2.02906, 8.27675], [-0.47538, -3.58222, -4.33002], [3.68771, 5.98501, -1.78650], [-3.98574, 0.11443, 2.43052], [1.75939, -0.38492, -1.96460], [-0.41619, -2.97217, -3.15476], [-3.57400, 0.93732, -1.28221], [1.03240, 0.72323, 1.21693], [1.81391, -2.80973, 6.27152], [1.12554, 0.29300, 8.38642], [1.84260, 2.66693, -0.95535], [0.86214, 0.27827, 2.42348], [-3.87530, 1.78095, -0.21764], [4.15632, -2.66811, -3.92603], [-2.19267, -0.37161, 3.44824], [3.15708, -0.75542, -4.97458], [-0.78009, 2.51312, 0.72847], [2.83759, -1.01127, -3.96618], [-1.25651, 1.22427, -0.85444], [-4.27715, -1.21882, 4.09789], [-2.24578, 0.65917, -1.61566], [-4.31733, -2.74197, 5.74051], [-4.90529, 1.91775, -0.01299], [1.63009, -6.24153, -3.91564]],
  "atomic_forces_ev_per_a": [[-0.18, 1.00, -0.14], [-3.04, 0.85, 0.41], [0.82, -0.88, 0.13], [1.42, -0.08, 0.49], [-0.03, 0.68, -2.55], [0.56, -0.15, -0.88], [-0.30, -0.01, -0.94], [0.00, -0.33, 0.39], [-0.41, 1.61, 1.85], [1.07, -0.83, 0.33], [0.34, -0.87, 2.92], [-0.29, 0.67, -0.30], [-0.03, 0.33, 0.20], [-0.15, -0.09, 0.88], [-0.78, -0.31, -0.22], [0.04, 0.45, -0.21], [-0.83, -1.13, -0.22], [1.45, -0.67, 1.87], [1.74, 0.60, 0.92], [-1.23, -0.01, 1.47], [-0.60, 0.56, -0.65], [0.59, -1.27, -0.23], [0.00, 0.78, -0.79], [0.30, -0.22, -0.48], [-0.34, -0.57, -0.28], [-0.04, -0.10, -0.60], [-0.74, 0.82, 0.93], [-0.45, -1.05, -1.07], [-0.35, 0.48, 0.20], [-0.38, 1.23, 0.20], [-0.18, 0.28, 0.01], [0.14, 0.23, 0.28], [1.01, 2.18, 0.42], [-1.79, 0.97, -1.13], [1.26, -0.29, 0.57], [0.13, -0.02, 0.49], [-1.10, 0.49, -0.07], [3.05, 0.53, -1.19], [0.27, 0.25, -0.93], [-1.23, 0.82, -0.95], [-0.87, -0.62, -0.20], [-0.41, -0.44, -0.11], [-0.21, -0.54, -0.10], [-0.87, -0.49, 1.30], [-0.61, -0.26, -0.45], [-0.84, 0.93, -0.12], [0.13, -0.16, 0.34], [0.37, 0.25, -1.86], [-0.59, -0.59, 0.35], [0.57, -0.52, 0.50], [0.26, 0.11, 1.65], [0.59, 0.64, 0.48], [0.08, 0.00, 0.30], [-0.33, 0.75, -1.04], [-0.27, 0.45, -0.49], [-0.98, -2.24, -0.42], [0.13, 0.46, -0.01], [-0.21, 0.56, -0.10], [0.09, -0.79, -0.08], [-0.35, -0.06, -1.25], [0.03, -0.54, -0.79], [0.49, 0.59, -0.02], [-0.10, -0.05, 0.16], [0.77, -0.14, 0.84], [-0.61, 0.39, -0.67], [0.25, -0.47, -0.33], [0.35, -0.23, 1.03], [0.12, -0.55, -0.34], [0.70, -1.51, 0.12], [0.50, 0.34, -0.39], [-0.26, -0.79, -1.58], [0.65, -0.55, -0.76], [0.64, -0.69, -0.48], [0.77, -0.51, -0.07], [-0.49, -0.01, 0.07], [-0.16, -0.61, -0.19], [1.56, 0.82, -0.09], [-0.63, -0.89, 0.08], [-0.54, -2.36, 1.83], [0.37, 1.46, 2.19], [1.29, 0.92, -0.98], [-0.78, 0.52, 0.35], [-0.29, 0.46, 0.21]]
}

{
  "formula": "C36H35NO14P2",
  "method": "ωB97M-V/def2-TZVPD",
  "spin_multiplicity": 1,
  "e_above_lowest_kcal_mol": 16.94,
  "total_charge": 0,
  "smiles": "CC(=O)OCCCCP(O)#P(N)O.O=C1C=CC(=O)C=C1.O=C1C=CC(=O)C=C1.O=C1C=CC(=O)C=C1.O=C1C=CC(=O)C=C1.O=C1C=CC(=O)C=C1",
  "symbols": ["C", "H", "C", "O", "N", "C", "H", "H", "H", "O", "H", "C", "C", "C", "H", "H", "H", "C", "C", "C", "C", "C", "O", "C", "H", "O", "C", "O", "C", "H", "O", "C", "C", "H", "H", "H", "C", "O", "H", "C", "H", "H", "C", "C", "H", "C", "C", "P", "H", "H", "H", "H", "H", "C", "P", "O", "H", "H", "C", "C", "O", "H", "C", "C", "H", "C", "C", "C", "O", "H", "H", "H", "H", "C", "H", "H", "H", "C", "C", "C", "O", "C", "H", "C", "O", "O", "H", "O"],
  "positions_angstrom": [[-1.25751, 2.94142, 4.93392], [5.26197, -1.84607, 3.97532], [-2.15091, 5.49752, 4.00017], [-3.69631, -2.09447, 4.66319], [-0.85519, -4.11585, 4.25865], [5.21868, 4.70364, 1.94191], [-1.32361, -4.20843, 5.15504], [-5.94051, 0.63990, -3.70457], [3.07987, -4.08157, -3.64269], [-6.72709, 0.78065, -8.09598], [2.25919, -0.11523, 2.81699], [1.76434, -1.07727, 2.89141], [2.65857, -3.13406, -5.48749], [3.41849, 3.52205, 3.11822], [-4.62667, -1.85535, 4.59515], [-0.50142, -3.73523, -1.43006], [-4.45121, 2.01155, -8.30523], [-2.00468, -0.25461, -2.52954], [-0.90232, 3.42991, 3.58050], [2.42189, 4.12378, 2.19703], [-2.00162, 3.67328, 5.75841], [4.22400, 5.30683, 1.01874], [-3.66836, 1.86905, -3.91314], [4.33688, -3.55640, -7.34530], [4.62981, -3.37474, -8.37181], [3.08015, 2.76740, 4.00712], [3.37431, -3.90051, -4.66865], [-3.18790, 5.67688, 6.10528], [4.84543, 3.87616, 2.91382], [-3.01495, 2.52579, -6.33715], [5.27818, -5.25737, -4.37815], [3.08421, -2.90149, -6.88987], [-2.34585, -0.82256, -1.19995], [-0.42930, 0.09339, 3.90046], [-0.93365, -0.51014, -4.33851], [-0.87769, 1.96515, 5.20760], [-1.40684, 4.76456, 3.17706], [-0.22030, 2.76038, 2.82907], [4.07249, -2.92101, 4.60838], [-2.09112, -0.72412, 2.84343], [-2.56859, 0.11206, 3.34094], [3.70992, -1.20496, 4.48427], [0.35708, -1.02576, 2.32306], [3.73801, -2.35999, 2.61351], [-0.27903, -4.94112, 4.13283], [-4.36974, 1.62105, -4.87345], [-4.73002, 1.73640, -7.29615], [-3.19939, -2.17829, 3.07290], [-2.27113, 3.33509, 6.75073], [-2.44708, 0.70503, -2.78089], [2.08943, 5.40181, 0.54078], [1.38261, 3.84762, 2.36380], [-0.57396, -1.60956, 4.19925], [-3.96291, 2.01091, -6.24492], [-2.09542, -4.08201, 3.02617], [-3.08317, -0.23497, -0.43568], [-2.52929, 6.47392, 3.72572], [-2.00558, -0.45892, 1.80084], [5.05077, -4.32216, -6.52556], [4.62530, -4.55597, -5.12160], [4.45844, -2.88496, 1.88241], [-1.13722, 5.10217, 2.18392], [-0.60316, -2.21307, -3.00215], [2.79823, 4.95146, 1.22459], [0.18101, -1.94610, 1.78047], [-6.02667, 1.02931, -7.13981], [-1.75160, -2.13447, -0.83785], [-0.66072, -0.85787, 3.42823], [0.13552, -2.80164, -3.76746], [-2.00961, -2.53311, 0.13118], [6.25362, 4.97492, 1.77671], [5.55527, 3.42549, 3.59609], [1.74527, -2.65201, -5.17469], [-5.66346, 0.91477, -4.71466], [0.26241, -0.22978, 1.59915], [-0.45186, -4.59344, 1.74925], [5.96672, -4.80850, -6.83671], [-0.94400, -2.77784, -1.67491], [-2.50867, 5.00969, 5.35697], [-1.19619, -0.90355, -3.36385], [-1.18212, -3.97300, 1.62673], [4.20696, -2.03367, 4.00395], [-7.37881, 0.12441, -5.67160], [-6.43142, 0.63962, -5.76509], [4.56554, 6.05976, 0.13217], [2.43482, -2.20163, -7.63873], [1.67194, -1.28253, 3.94952], [2.47854, -2.11737, 2.21079]],
  "atomic_forces_ev_per_a": [[-0.03, -0.03, 0.04], [0.49, 0.11, -0.18], [0.02, 0.01, -0.05], [0.42, -0.05, -0.20], [0.06, 0.58, -0.39], [0.02, -0.03, 0.04], [0.08, 0.00, 0.08], [0.04, 0.02, 0.01], [0.01, -0.01, 0.00], [0.01, 0.01, 0.02], [0.33, 0.15, -0.27], [-0.76, -0.13, -0.02], [0.11, 0.02, -0.09], [-0.02, -0.03, 0.01], [-0.04, -0.13, 0.31], [0.01, 0.00, -0.01], [-0.04, -0.02, -0.01], [0.02, 0.14, 0.00], [-0.05, -0.11, 0.00], [-0.12, 0.09, 0.00], [0.02, -0.04, -0.01], [0.00, 0.04, -0.07], [-0.13, 0.14, -0.19], [0.04, -0.02, -0.02], [-0.03, 0.02, 0.00], [0.01, 0.01, -0.02], [-0.01, 0.01, -0.02], [0.01, -0.01, -0.02], [0.05, 0.01, -0.01], [0.00, 0.00, 0.04], [0.00, 0.01, -0.04], [-0.01, 0.00, 0.02], [0.03, -0.02, -0.06], [0.11, 0.22, 0.27], [0.03, -0.02, 0.00], [0.03, 0.01, -0.03], [0.02, 0.04, 0.00], [-0.29, -0.07, 0.10], [-0.19, -0.24, 0.22], [0.96, -0.60, 1.24], [-0.50, 0.15, 0.03], [-0.13, 0.16, 0.14], [0.36, -0.50, 0.16], [-1.71, 1.63, 2.33], [-0.04, -0.12, 0.13], [-0.01, 0.02, 0.03], [0.05, 0.02, 0.02], [-0.37, 0.80, -1.30], [-0.02, 0.04, 0.01], [0.10, -0.22, 0.16], [0.03, 0.02, -0.02], [0.39, 0.03, -0.13], [0.00, -0.38, 0.00], [0.02, 0.01, -0.04], [-0.43, -1.33, 0.41], [0.03, 0.00, -0.01], [-0.02, 0.00, 0.04], [-0.35, -0.11, -0.43], [0.01, 0.02, -0.05], [0.00, -0.03, 0.08], [2.98, -2.42, -3.23], [0.00, -0.03, -0.01], [0.01, -0.01, -0.04], [-0.01, -0.05, 0.06], [-0.06, -0.31, -0.08], [-0.04, -0.01, -0.04], [-0.08, 0.13, -0.06], [-0.48, 1.11, -0.43], [-0.11, 0.02, 0.15], [-0.01, -0.02, 0.01], [-0.01, 0.02, -0.04], [-0.03, -0.02, 0.02], [-0.04, 0.00, -0.02], [-0.05, -0.03, 0.01], [-0.08, 0.40, -0.20], [0.08, 0.06, -0.36], [0.00, -0.02, 0.04], [0.02, -0.04, 0.02], [-0.03, 0.02, 0.04], [-0.03, 0.01, 0.01], [0.02, 0.31, 0.76], [-0.53, 0.28, 0.34], [0.00, 0.00, -0.04], [0.01, -0.01, 0.05], [0.00, -0.01, 0.03], [0.03, -0.01, 0.00], [0.15, -0.37, 0.34], [-0.35, 0.73, 0.45]]
}

In eV/A, the F_max values for the records above are, in order, 2.64; 3.32; 5.02.